No. 1
Molecular formula: C22H34F5GdGeO6S
Method: DFT, ωB97M-V/def2-TZVPD

```
70
Properties=species:S:1:pos:R:3:forces:R:3:mulliken_charge:R:1
Gd -0.19975 -0.03787 -1.15489 0.24 0.94 -0.31 0.476
C 1.37320 -2.89474 0.45664 -0.13 0.05 0.03 -0.815
C 2.48981 -2.19561 -0.26095 0.13 0.01 -0.08 -0.390
O 1.94827 -1.60362 -1.43498 -0.23 -0.03 -0.12 -0.180
C 2.89108 -0.86190 -2.20991 0.07 -0.11 0.03 -0.567
C 3.35966 0.36695 -1.45502 -0.01 0.12 0.01 -0.781
O 2.22427 1.00556 -0.88192 -0.15 -0.07 -0.03 -0.112
C 2.35274 1.43418 0.48102 0.15 -0.09 -0.07 -0.223
C 1.37039 2.54302 0.67192 -0.21 0.02 0.05 -1.181
O 0.07143 2.00992 0.38429 0.07 0.09 -0.11 0.809
C -0.93987 3.01002 0.48876 0.14 -0.04 0.12 -0.919
C -2.25706 2.30149 0.53349 -0.17 -0.06 -0.05 -0.409
O -2.33309 1.52042 -0.65704 0.13 -0.05 0.02 -0.085
C -3.49851 0.72548 -0.78726 -0.07 0.18 -0.03 -0.712
C -3.52007 -0.38106 0.24151 0.09 -0.12 0.01 -0.735
O -2.24721 -1.02822 0.22256 0.00 -0.12 0.02 -0.136
C -1.80009 -1.41950 1.53865 -0.20 -0.02 -0.04 -0.189
C -0.75454 -2.47716 1.39315 0.18 -0.06 -0.04 -0.815
O 0.33539 -1.94391 0.64445 -0.12 -0.16 0.02 0.274
H 1.72430 -3.26038 1.42610 0.03 -0.01 0.00 0.351
H 0.99717 -3.74069 -0.12959 0.00 0.00 -0.02 0.407
H 3.26853 -2.91669 -0.53013 0.02 0.01 0.00 0.416
H 2.92745 -1.43227 0.38724 -0.03 -0.01 0.04 0.193
H 2.35162 -0.56883 -3.10941 -0.06 0.04 0.03 0.130
H 3.74569 -1.49542 -2.47045 0.01 0.01 -0.01 0.498
H 3.84298 1.04866 -2.15978 0.03 0.01 0.02 0.375
H 4.07960 0.12609 -0.66930 -0.01 -0.05 0.00 0.494
H 3.36492 1.78732 0.69031 0.01 0.06 -0.08 0.521
H 2.11621 0.61551 1.16913 -0.01 0.02 0.03 -0.075
H 1.56662 3.36933 -0.01842 0.07 0.01 0.01 0.406
H 1.38938 2.87858 1.71096 0.01 0.02 -0.01 0.500
H -0.87338 3.68232 -0.37186 -0.03 0.01 -0.02 0.452
H -0.79655 3.57443 1.41367 -0.01 -0.01 0.02 0.362
H -3.07896 3.02403 0.56140 -0.01 0.00 0.00 0.376
H -2.29965 1.67099 1.42643 0.05 0.03 0.02 0.222
H -3.46694 0.33030 -1.80416 0.05 -0.05 0.02 0.143
H -4.39749 1.34314 -0.69063 -0.02 0.00 0.00 0.450
H -4.30701 -1.10198 0.00376 -0.02 -0.01 0.01 0.399
H -3.70859 0.00700 1.24472 -0.01 0.06 -0.02 0.516
H -2.63649 -1.82909 2.11079 -0.04 -0.05 -0.06 0.569
H -1.39712 -0.55387 2.07434 0.03 -0.02 0.01 -0.229
H -1.14680 -3.35202 0.86186 -0.05 -0.02 0.05 0.373
H -0.41096 -2.77686 2.38760 0.02 0.02 0.01 0.339
C -1.46435 -1.80480 -4.64962 -0.04 -0.13 0.03 -1.242
Ge -0.89755 0.06103 -4.89692 0.00 0.02 0.27 0.427
C -2.46512 1.02278 -5.57921 -0.15 0.07 -0.09 -1.202
C 0.44572 0.07535 -6.32366 0.07 -0.02 -0.20 -1.239
C -0.14953 0.69943 -3.27580 0.36 -0.60 0.51 -0.533
H -1.78036 -2.25658 -5.59186 0.00 -0.01 0.02 0.413
H -2.30670 -1.86025 -3.95401 0.01 -0.02 -0.01 0.304
H -0.64278 -2.40326 -4.24666 -0.01 0.00 -0.01 0.320
H -2.70508 0.70721 -6.59741 -0.03 0.02 0.02 0.367
H -2.28689 2.09937 -5.58272 0.00 -0.02 -0.01 0.375
H -3.33299 0.82724 -4.94530 0.00 0.02 -0.01 0.321
H -0.02600 -0.09779 -7.29377 0.07 -0.01 -0.01 0.374
H 1.18915 -0.70570 -6.15364 0.00 0.01 0.00 0.341
H 0.96352 1.03517 -6.35475 -0.02 0.00 -0.01 0.364
H 0.13934 1.76001 -3.25505 -0.17 0.07 0.11 0.190
F 1.58109 -0.67129 8.85241 0.00 -0.01 0.07 -0.315
C 1.28231 -0.33164 7.59403 -0.04 0.06 -0.26 0.670
C 0.38963 0.69720 7.32939 0.25 -0.29 0.15 0.141
F -0.17924 1.35182 8.34743 -0.03 0.04 0.06 -0.300
C 0.09246 1.03763 6.02685 0.08 -0.07 -0.29 0.082
F -0.78087 2.03714 5.85116 -0.04 0.05 -0.08 -0.342
C 0.65758 0.39150 4.91900 -0.01 -0.08 -0.05 -0.042
S 0.28673 0.82706 3.26559 0.02 0.03 0.22 -0.286
C 1.54852 -0.64330 5.23588 -0.20 0.20 -0.15 0.043
F 2.14088 -1.34919 4.25537 0.01 -0.02 -0.11 -0.286
C 1.86140 -1.00433 6.52775 -0.14 0.16 0.36 -0.134
F 2.71853 -2.00485 6.76644 0.05 -0.06 0.00 -0.312
```
Forces are in eV/Å.

Output
Energy above the lowest of the compared OMol25 structures with the same formula, charge and spin ... 0.0 kcal/mol
Expectation value of S² ... 16.192
Spin multiplicity ... 8
Gap between HOMO and LUMO (alpha / beta) ... 6.09 / 6.62 eV

=====

No. 2
Molecular formula: C16H22BBrEuO2
Method: DFT, ωB97M-V/def2-TZVPD

```
43
Properties=species:S:1:pos:R:3:forces:R:3:mulliken_charge:R:1
C 2.97094 1.57125 1.03652 0.61 -0.46 -0.25 -0.565
C 2.08663 0.65572 1.67636 0.63 -0.45 -0.12 -0.823
C 2.10444 -0.56141 0.94233 0.91 0.13 0.29 -0.142
H 1.47498 0.85571 2.55336 0.16 0.03 -0.28 0.398
C 3.02826 -0.42036 -0.13407 -0.18 0.27 0.41 -0.649
C 3.57564 0.89439 -0.07945 -0.69 -0.06 0.64 -0.519
H 4.37107 1.27941 -0.71350 -0.31 0.06 0.03 0.405
H 3.17663 2.59810 1.34369 -0.13 -0.34 -0.10 0.356
H 1.59824 -1.48766 1.20946 0.14 0.55 -0.20 0.475
H 3.30256 -1.21803 -0.83258 -0.16 0.40 0.18 0.366
Eu 0.67514 1.52354 -0.38498 0.32 -0.90 -0.81 1.005
Br -0.23800 3.15613 1.58413 -0.70 0.74 0.86 -0.709
C 0.35096 5.23581 -2.70278 0.59 0.18 0.38 -0.630
C 1.68281 5.06093 -3.19169 0.02 0.39 0.78 -0.536
C 2.58622 5.59629 -2.21654 -1.08 0.05 -0.04 -0.511
H 1.96328 4.63801 -4.15412 -0.04 0.00 0.14 0.377
C 1.80776 6.10092 -1.12778 -0.33 -0.29 -0.84 -0.507
C 0.42931 5.87584 -1.42880 0.60 0.00 -0.34 -0.476
H -0.41549 6.16061 -0.79487 0.32 -0.22 -0.21 0.334
H -0.56389 4.96269 -3.23168 0.21 0.03 0.16 0.376
H 3.66774 5.64942 -2.31013 -0.11 -0.09 0.05 0.352
H 2.20000 6.59408 -0.23614 -0.14 -0.23 -0.21 0.327
C -3.12322 -2.90851 -0.93949 -0.26 -0.34 -0.19 -2.034
C -2.50389 -2.44885 0.36476 0.14 0.06 0.23 1.996
C -3.56592 -2.45240 1.43768 -0.17 -0.34 0.30 -1.825
O -2.09650 -1.07098 0.19640 -0.68 -1.39 0.41 -0.716
B -0.74681 -1.09984 0.00788 1.81 3.55 -1.57 0.467
O -0.15240 -2.32279 0.15646 -1.04 -1.16 0.43 -0.902
C -1.16419 -3.19580 0.71878 0.20 0.37 0.16 1.582
C -0.89353 -3.33199 2.22188 -0.14 -0.17 0.21 -2.131
C -0.95939 -4.54747 0.08882 -0.31 -0.41 -0.11 -1.916
H -3.94206 -2.23555 -1.20705 0.13 0.04 0.01 0.478
H -3.55245 -3.90108 -0.78680 -0.06 -0.18 -0.18 0.347
H -2.42079 -2.95464 -1.77637 0.00 0.16 0.20 0.373
H -4.35798 -1.76085 1.12338 0.19 -0.05 0.27 0.461
H -4.00842 -3.45052 1.52154 -0.06 -0.05 0.11 0.343
H -3.15757 -2.17436 2.41922 -0.26 0.13 -0.38 0.337
H -1.63431 -4.02822 2.64185 0.11 0.15 0.13 0.460
H 0.09930 -3.79006 2.36873 -0.29 0.31 -0.09 0.475
H -0.93498 -2.38158 2.78008 0.04 -0.31 -0.39 0.337
H -1.14939 -4.51550 -0.98901 0.27 -0.10 0.22 0.326
H 0.06561 -4.87276 0.30246 -0.16 0.07 -0.25 0.490
H -1.63635 -5.27762 0.54208 -0.07 -0.12 -0.07 0.349
```
Forces are in eV/Å.

Output
Expectation value of S² ... 15.761
Spin multiplicity ... 8
Net charge ... -2
Gap between HOMO and LUMO (alpha / beta) ... 4.75 / 4.79 eV

=====

No. 3
Molecular formula: C6H9N
Method: DFT, ωB97M-V/def2-TZVPD

```
16
Properties=species:S:1:pos:R:3:forces:R:3:nbo_charge:R:1
C 0.85074 -1.88425 -0.38431 0.04 -0.06 0.00 -0.644
C 0.08043 -0.74137 0.22980 -0.19 -0.05 0.11 0.026
C -1.11070 -0.92248 0.79875 0.14 0.04 -0.08 -0.411
C -0.15482 1.82942 0.18932 -0.02 0.02 0.04 -0.508
C 0.76728 0.60546 0.13554 0.03 0.00 -0.05 -0.422
C -1.08706 1.85830 -0.94592 -0.57 0.01 -0.73 0.288
N -1.79769 1.87314 -1.85813 0.66 0.00 0.87 -0.328
H 1.93266 -1.73491 -0.29043 -0.15 -0.03 0.04 0.211
H 0.62940 -1.95450 -1.45694 0.06 0.06 0.14 0.227
H 0.59258 -2.84287 0.07441 0.00 0.15 -0.07 0.222
H -1.55587 -1.91333 0.85916 0.10 0.16 -0.01 0.203
H -1.70275 -0.10659 1.20752 0.13 -0.13 -0.08 0.193
H 0.44134 2.74773 0.16096 -0.09 -0.12 0.00 0.252
H -0.73299 1.85118 1.11913 0.07 0.00 -0.15 0.246
H 1.35063 0.64825 -0.79301 -0.11 -0.03 0.11 0.218
H 1.49683 0.68682 0.95416 -0.10 -0.02 -0.14 0.226
```
Forces are in eV/Å.

Output
Energy above the lowest of the compared OMol25 structures with the same formula, charge and spin ... 20.9 kcal/mol
SMILES ... C=C(C)CCC#N
Gap between HOMO and LUMO ... 10.47 eV